1.
Formula: C10H24Cl9NOSi
Source: OMol25
Level of theory: ωB97M-V/def2-TZVPD

HOMO (eV): -9.5211
Charge: 0
Kohn-Sham gap (eV): 10.0
Largest force on an atom (eV/A): 0.66
LUMO energy (eV): 0.48
SMILES: CCCCN[Si@H](Cl)COC.ClCCl.ClCCl.ClCCl.ClCCl

```
46
C10H24Cl9NOSi | OMol25 | ωB97M-V/def2-TZVPD
C 4.351 -0.614 1.977
C 3.740 0.515 1.155
C 2.926 1.484 2.010
C 1.944 2.363 1.220
N 0.558 2.200 1.708
Si -0.374 0.808 1.300
Cl 0.258 -0.071 -0.467
C -2.169 1.334 1.134
O -2.991 0.269 0.692
C -3.961 -0.125 1.635
H 3.571 -1.202 2.461
H 5.009 -0.209 2.745
H 4.943 -1.280 1.353
H 4.550 1.066 0.673
H 3.113 0.099 0.365
H 3.620 2.128 2.554
H 2.371 0.934 2.772
H 2.031 2.136 0.155
H 2.205 3.413 1.338
H 0.025 3.042 1.531
H -0.252 -0.243 2.329
H -2.480 1.706 2.118
H -2.241 2.172 0.435
H -4.523 -0.944 1.194
H -4.644 0.696 1.867
H -3.500 -0.477 2.561
C -0.591 2.091 -3.333
Cl -0.292 3.176 -1.967
Cl -0.533 2.935 -4.881
H 0.175 1.325 -3.327
H -1.575 1.657 -3.211
C -7.089 -1.060 3.363
Cl -6.916 0.570 4.024
Cl -5.991 -2.214 4.128
H -8.106 -1.390 3.529
H -6.859 -1.023 2.305
C 2.591 -2.828 -1.525
Cl 4.204 -2.150 -1.761
Cl 2.108 -3.884 -2.864
H 2.590 -3.411 -0.613
H 1.883 -2.012 -1.473
C 1.291 -2.707 -6.146
Cl 2.406 -1.370 -6.452
Cl -0.184 -2.584 -7.116
H 1.790 -3.634 -6.397
H 1.018 -2.687 -5.100
```

***

2.
Formula: C24H33BCl45NO5
Source: OMol25
Level of theory: ωB97M-V/def2-TZVPD

HOMO (eV): -9.9326
Charge: 0
Kohn-Sham gap (eV): 9.7
Largest force on an atom (eV/A): 10.04
LUMO energy (eV): -0.26

```
109
C24H33BCl45NO5 | OMol25 | ωB97M-V/def2-TZVPD
C 2.864 -1.732 4.223
C 2.626 -1.946 2.604
C 3.852 -2.882 2.057
C 2.415 -0.524 1.827
C 3.458 -0.223 0.601
C 0.885 -0.318 1.198
O -0.180 -0.406 2.213
C -1.382 0.182 1.596
O -1.929 1.380 2.283
C -3.006 0.801 3.141
O -3.178 0.994 4.467
O -3.796 -0.033 2.192
C -2.747 -0.761 1.451
B -2.702 -2.311 2.003
N -1.859 -2.786 3.198
O -3.553 -3.335 1.343
H 2.818 -2.793 4.751
H 3.916 -1.241 4.370
H 2.074 -1.008 4.694
H 1.604 -2.555 2.510
H 3.487 -3.599 1.174
H 4.847 -2.316 1.811
H 4.120 -3.630 2.948
H 2.532 0.340 2.629
H 3.290 0.919 0.296
H 3.261 -0.850 -0.380
H 4.596 -0.269 0.950
H 0.924 0.711 0.624
H 0.723 -1.174 0.417
H -1.248 0.601 0.491
H -2.900 -0.773 0.268
H -2.568 -3.155 3.875
H -1.312 -3.614 2.867
H -2.966 -4.059 0.936
C -5.109 3.435 0.894
Cl -4.517 5.095 0.717
Cl -6.453 3.373 2.047
Cl -5.606 2.780 -0.676
H -4.294 2.818 1.282
C -5.534 0.936 -4.593
Cl -4.931 -0.234 -3.407
Cl -6.294 2.314 -3.778
Cl -4.220 1.485 -5.648
H -6.288 0.443 -5.211
C 0.766 -2.180 -2.930
Cl 1.369 -3.350 -1.743
Cl 0.006 -0.802 -2.115
Cl 2.080 -1.631 -3.984
H 0.012 -2.673 -3.548
C 5.976 3.048 -0.755
Cl 4.328 2.846 -1.374
Cl 6.058 2.598 0.956
Cl 7.120 2.087 -1.707
H 6.252 4.102 -0.848
C -8.962 0.327 2.126
Cl -10.378 1.351 1.832
Cl -9.229 -0.713 3.536
Cl -8.592 -0.648 0.694
H -8.106 0.975 2.333
C 6.851 6.560 1.160
Cl 5.203 6.357 0.541
Cl 6.933 6.109 2.871
Cl 7.995 5.598 0.208
H 7.127 7.613 1.067
C 1.910 1.605 -6.281
Cl 2.610 2.627 -7.548
Cl 2.013 -0.105 -6.733
Cl 2.722 1.890 -4.733
H 0.855 1.869 -6.170
C 5.058 -5.153 -1.356
Cl 3.426 -5.677 -0.904
Cl 5.048 -3.457 -1.867
Cl 6.183 -5.390 -0.008
H 5.395 -5.764 -2.198
C 1.412 2.314 5.603
Cl 2.704 1.149 5.265
Cl 1.810 3.899 4.919
Cl -0.134 1.731 4.963
H 1.318 2.419 6.686
C 2.039 2.972 -11.232
Cl 2.742 1.531 -11.988
Cl 2.832 4.438 -11.831
Cl 0.294 3.042 -11.531
H 2.202 2.908 -10.153
C -11.711 0.648 -1.556
Cl -13.379 0.305 -1.066
Cl -11.126 -0.589 -2.681
Cl -11.595 2.258 -2.286
H -11.079 0.628 -0.664
C -4.788 -1.874 -7.323
Cl -6.204 -0.850 -7.617
Cl -5.054 -2.915 -5.913
Cl -4.417 -2.850 -8.755
H -3.932 -1.227 -7.116
C -1.289 -3.604 7.343
Cl 0.003 -4.769 7.006
Cl -0.891 -2.019 6.660
Cl -2.835 -4.187 6.703
H -1.383 -3.499 8.427
C 8.657 7.868 -2.923
Cl 7.026 7.344 -2.470
Cl 8.647 9.564 -3.433
Cl 9.782 7.631 -1.574
H 8.994 7.257 -3.764
C 1.009 -8.297 7.716
Cl 1.709 -7.275 6.449
Cl 1.113 -10.007 7.265
Cl 1.822 -8.012 9.265
H -0.046 -8.033 7.828
```

***

3.
Formula: C6H8N
Source: OMol25
Level of theory: ωB97M-V/def2-TZVPD

HOMO (eV): -15.7644
Energy relative to the best compared isomer or geometry (same formula, charge and spin) (kJ/mol): 463.68
Charge: +1
Kohn-Sham gap (eV): 8.7
Largest force on an atom (eV/A): 3.32
LUMO energy (eV): -7.08

```
15
C6H8N | OMol25 | ωB97M-V/def2-TZVPD
C 1.787 -0.738 -0.316
C 0.445 -1.172 0.194
C 1.071 1.405 0.513
C 0.117 1.157 -0.415
C -0.425 -0.127 -0.302
C -1.882 -0.302 -0.211
N 2.722 -0.621 -0.958
H 0.185 -2.100 -0.193
H 0.412 -1.377 1.256
H 1.528 0.682 1.101
H 1.252 2.355 0.805
H -0.369 1.908 -1.035
H -2.228 -0.303 0.814
H -2.277 -1.287 -0.541
H -2.338 0.521 -0.713
```

***

4.
Formula: C13H37O7P2S2
Source: OMol25
Level of theory: ωB97M-V/def2-TZVPD

HOMO (eV): -2.5401
Energy relative to the best compared isomer or geometry (same formula, charge and spin) (kJ/mol): 85.05
Charge: -1
Kohn-Sham gap (eV): 4.9
Largest force on an atom (eV/A): 2.29
LUMO energy (eV): 2.37

```
61
C13H37O7P2S2 | OMol25 | ωB97M-V/def2-TZVPD
C 4.991 1.245 1.576
C 3.851 1.760 2.436
O 3.024 2.578 1.651
C 1.663 2.679 2.082
P 0.456 2.037 0.684
C 0.556 0.212 1.351
C -0.405 -0.262 2.423
P -1.333 2.722 1.900
C -2.993 2.072 1.459
C -1.182 3.181 3.676
H 5.313 2.055 0.934
H 4.691 0.402 0.963
H 5.816 0.945 2.217
H 3.305 0.921 2.865
H 4.287 2.350 3.252
H 1.449 3.739 2.241
H 1.507 2.145 3.019
H 0.513 3.371 0.102
H -0.489 1.591 -0.366
H 1.599 1.675 -0.153
H 0.416 -0.426 0.477
H 1.579 0.045 1.693
H -0.172 -1.302 2.676
H -1.436 -0.271 2.090
H -0.314 0.289 3.353
H -2.947 1.376 0.628
H -3.456 1.533 2.290
H -3.695 2.851 1.178
H -0.806 2.425 4.372
H -2.147 3.506 4.058
H -0.531 4.041 3.757
O -3.836 -1.325 -0.080
S -5.111 -1.796 0.353
O -5.213 -2.933 1.217
O -6.021 -2.044 -0.939
C -5.482 -2.890 -1.972
C -5.489 -4.360 -1.601
C -6.038 -0.469 1.040
H -4.479 -2.547 -2.232
H -6.123 -2.718 -2.835
H -4.820 -4.563 -0.767
H -5.162 -4.958 -2.452
H -6.490 -4.676 -1.307
H -5.984 0.385 0.371
H -5.573 -0.230 1.994
H -7.064 -0.797 1.189
O 4.198 -0.937 -1.491
S 3.294 -1.007 -2.598
O 2.719 -2.269 -2.962
O 4.048 -0.406 -3.882
C 5.340 -0.941 -4.201
C 5.277 -2.328 -4.812
C 2.035 0.208 -2.471
H 5.968 -0.926 -3.309
H 5.766 -0.238 -4.915
H 4.895 -3.058 -4.101
H 6.274 -2.644 -5.123
H 4.616 -2.334 -5.679
H 2.480 1.168 -2.232
H 1.366 -0.096 -1.669
H 1.498 0.239 -3.417
```

***

5.
Formula: C9H16NO2S
Source: OMol25
Level of theory: ωB97M-V/def2-TZVPD

HOMO (alpha / beta) (eV): -12.4089 / -12.4097
Energy relative to the best compared isomer or geometry (same formula, charge and spin) (kJ/mol): 0.00
Charge: +1
Kohn-Sham gap (alpha / beta) (eV): 6.2 / 6.2
Largest force on an atom (eV/A): 4.83
LUMO energy (alpha / beta) (eV): -6.22 / -6.22

```
29
C9H16NO2S | OMol25 | ωB97M-V/def2-TZVPD
C 1.256 0.272 -1.931
C 1.864 -0.723 -1.252
C 0.979 1.530 -1.355
C 1.322 1.689 0.169
C 2.533 0.774 0.685
C 2.337 -0.583 0.057
C -3.343 -1.376 1.474
C -2.623 -1.253 0.057
C -2.681 0.171 -0.509
N 2.822 0.825 2.113
O 0.685 2.497 -2.004
O 2.772 -1.590 0.782
S -1.733 0.140 -2.003
H 1.139 0.173 -3.032
H 2.043 -1.636 -1.708
H 1.578 2.687 0.431
H 0.441 1.461 0.875
H 3.385 1.327 0.046
H -4.386 -1.405 1.181
H -3.187 -2.268 1.930
H -3.283 -0.635 2.180
H -2.907 -2.051 -0.529
H -1.528 -1.470 0.240
H -3.629 0.491 -0.837
H -2.294 0.774 0.260
H -2.223 1.367 -2.508
H 2.687 -0.176 2.463
H 3.565 1.406 2.379
H 2.410 -2.416 0.346
```

***

6.
Formula: C40H62FN3O8P3Pd
Source: OMol25
Level of theory: ωB97M-V/def2-TZVPD

HOMO (alpha / beta) (eV): -4.1857 / -4.1423
Charge: -1
Kohn-Sham gap (alpha / beta) (eV): 6.7 / 6.5
2S+1: 3
Largest force on an atom (eV/A): 0.58
LUMO energy (alpha / beta) (eV): 2.47 / 2.40

```
118
C40H62FN3O8P3Pd | OMol25 | ωB97M-V/def2-TZVPD
Pd 0.214 -0.441 -0.851
C -4.524 -1.999 0.309
C -3.098 -2.080 -0.248
C -2.265 -2.933 0.719
P -2.224 -0.456 -0.543
C -3.252 0.501 -1.750
C -2.671 1.908 -1.913
C -4.777 0.580 -1.616
C -2.214 0.257 1.130
C -3.245 0.992 1.716
C -3.220 1.385 3.045
C -4.318 2.232 3.636
C -2.124 0.980 3.807
C -1.078 0.267 3.256
C -1.072 -0.091 1.893
N 0.013 -0.676 1.287
C 0.806 -1.662 1.814
C 0.414 -2.471 2.897
C 1.213 -3.500 3.354
C 2.449 -3.776 2.776
C 3.325 -4.894 3.288
C 2.845 -2.972 1.716
C 2.064 -1.931 1.216
P 2.542 -0.760 -0.115
C 3.650 0.422 0.794
C 4.842 -0.229 1.489
C 2.820 1.235 1.788
C 3.678 -1.496 -1.408
C 4.331 -2.853 -1.140
C 2.970 -1.557 -2.768
H -4.808 -2.982 0.696
H -5.266 -1.711 -0.428
H -4.577 -1.298 1.146
H -3.117 -2.560 -1.235
H -2.312 -2.499 1.722
H -1.218 -3.009 0.434
H -2.692 -3.938 0.785
H -3.025 -0.061 -2.663
H -2.912 2.535 -1.051
H -3.099 2.378 -2.803
H -1.589 1.903 -2.007
H -5.101 0.896 -0.624
H -5.266 -0.362 -1.849
H -5.147 1.322 -2.329
H -4.094 1.285 1.108
H -5.217 2.196 3.019
H -4.016 3.281 3.714
H -4.585 1.894 4.639
H -2.074 1.261 4.855
H -0.215 0.012 3.860
H -0.550 -2.296 3.359
H 0.861 -4.114 4.179
H 3.668 -4.700 4.307
H 4.209 -5.011 2.661
H 2.791 -5.850 3.299
H 3.808 -3.167 1.269
H 4.020 1.091 0.011
H 4.513 -0.879 2.301
H 5.472 0.554 1.921
H 5.462 -0.816 0.806
H 2.300 0.573 2.487
H 2.090 1.851 1.270
H 3.473 1.892 2.369
H 4.466 -0.739 -1.474
H 3.572 -3.625 -0.987
H 5.004 -2.839 -0.283
H 4.919 -3.146 -2.015
H 2.363 -2.462 -2.839
H 3.713 -1.586 -3.571
H 2.320 -0.702 -2.942
C 1.194 4.471 -4.688
C 0.707 4.812 -3.288
C 1.695 5.755 -2.607
C -0.682 5.440 -3.347
O 0.592 3.544 -2.628
P 0.764 3.213 -1.063
O 2.061 3.674 -0.515
O 0.372 1.770 -0.991
O -0.451 4.116 -0.476
C -0.497 4.657 0.864
C 0.006 3.660 1.897
C -1.972 4.942 1.101
C 0.315 5.946 0.910
H 1.235 5.371 -5.308
H 0.517 3.751 -5.151
H 2.189 4.026 -4.640
H 1.849 6.626 -3.248
H 2.647 5.255 -2.432
H 1.320 6.091 -1.638
H -0.629 6.429 -3.808
H -1.088 5.534 -2.339
H -1.356 4.811 -3.933
H -0.541 2.721 1.815
H -0.140 4.066 2.901
H 1.067 3.456 1.753
H -2.538 4.008 1.121
H -2.366 5.573 0.301
H -2.109 5.455 2.057
H 1.352 5.734 0.648
H 0.277 6.376 1.915
H -0.092 6.675 0.203
F -2.067 -6.746 0.849
C -1.049 -6.338 0.075
C -1.267 -5.609 -1.018
N -0.257 -5.191 -1.850
C -0.518 -4.171 -2.859
C -0.242 -2.775 -2.345
O -0.512 -1.839 -3.113
O 0.273 -2.704 -1.194
C 1.067 -5.464 -1.554
O 1.993 -5.089 -2.238
N 1.252 -6.211 -0.403
C 0.298 -6.713 0.476
O 0.602 -7.375 1.443
H -2.272 -5.321 -1.298
H -1.561 -4.231 -3.166
H 0.116 -4.346 -3.725
H 2.215 -6.387 -0.159
```

***

7.
Formula: C18H17NO2S
Source: OMol25
Level of theory: ωB97M-V/def2-TZVPD

HOMO (eV): -7.6736
Energy relative to the best compared isomer or geometry (same formula, charge and spin) (kJ/mol): 130.64
Charge: 0
Kohn-Sham gap (eV): 8.4
Largest force on an atom (eV/A): 1.10
LUMO energy (eV): 0.76
SMILES: C=CCc1c(CCOC=O)ccc2c1Nc1ccccc1S2

```
39
C18H17NO2S | OMol25 | ωB97M-V/def2-TZVPD
C -1.266 -1.310 -2.952
C -0.548 -0.467 -2.209
C -1.168 0.750 -1.569
C -0.708 1.071 -0.164
C -0.074 2.286 0.129
C 0.187 3.320 -0.943
C 1.319 2.915 -1.889
O 2.548 3.457 -1.346
C 3.617 2.638 -1.465
O 3.981 2.135 -2.493
C 0.341 2.567 1.427
C 0.109 1.658 2.448
C -0.545 0.471 2.169
C -0.941 0.153 0.870
N -1.593 -1.069 0.624
C -1.067 -2.212 1.256
C -0.899 -3.402 0.554
C -0.414 -4.533 1.190
C -0.072 -4.499 2.536
C -0.201 -3.306 3.233
C -0.702 -2.177 2.599
S -0.916 -0.660 3.481
H -0.818 -1.916 -3.730
H -2.340 -1.413 -2.831
H 0.509 -0.674 -2.073
H -2.251 0.575 -1.548
H -1.019 1.581 -2.253
H 0.508 4.236 -0.449
H -0.720 3.575 -1.489
H 1.159 3.333 -2.882
H 1.403 1.832 -1.940
H 4.144 2.458 -0.519
H 0.829 3.507 1.648
H 0.414 1.875 3.462
H -1.733 -1.235 -0.361
H -1.142 -3.464 -0.499
H -0.304 -5.464 0.650
H 0.302 -5.371 3.052
H 0.073 -3.221 4.277
```

***

8.
Formula: C26H31Cl8NO2
Source: OMol25
Level of theory: ωB97M-V/def2-TZVPD

HOMO (eV): -10.0120
Charge: 0
Kohn-Sham gap (eV): 8.6
Largest force on an atom (eV/A): 4.21
LUMO energy (eV): -1.46
SMILES: O=C1c2ccccc2C(=O)c2ccccc21.CCCC#N.ClCCCl.ClCCCl.ClCCCl.ClCCCl

```
68
C26H31Cl8NO2 | OMol25 | ωB97M-V/def2-TZVPD
Cl 1.308 -1.070 -7.176
C 0.608 -1.308 -5.539
C 1.479 -0.688 -4.436
Cl 3.048 -1.509 -4.387
H 0.541 -2.395 -5.500
H -0.460 -1.091 -5.511
H 1.099 -0.869 -3.430
H 1.676 0.382 -4.505
Cl 1.501 -3.350 -0.775
C 1.363 -2.340 0.738
C -0.024 -2.393 1.494
Cl -1.252 -1.253 0.837
H 1.597 -1.315 0.449
H 2.215 -2.472 1.406
H 0.240 -2.133 2.520
H -0.529 -3.358 1.497
Cl -5.470 -6.254 -0.758
C -3.683 -6.173 -0.879
C -3.158 -5.476 -2.120
Cl -3.261 -6.499 -3.570
H -3.276 -7.062 -0.397
H -3.547 -5.492 -0.038
H -2.132 -5.127 -1.999
H -3.732 -4.577 -2.345
Cl -4.910 3.944 -3.073
C -5.610 3.761 -4.707
C -5.718 2.296 -5.061
Cl -6.567 1.367 -3.822
H -4.954 4.371 -5.329
H -6.596 4.215 -4.613
H -4.840 1.681 -5.263
H -6.284 2.127 -5.977
C -1.024 1.562 -1.832
C -2.541 1.373 -1.436
C -3.326 0.650 -2.526
C -3.094 -0.817 -2.607
N -2.941 -1.953 -2.634
H -0.512 0.626 -2.056
H -0.534 1.905 -0.921
H -0.920 2.279 -2.647
H -2.892 2.393 -1.281
H -2.589 0.972 -0.423
H -3.131 1.219 -3.435
H -4.397 0.646 -2.323
C 0.807 2.177 1.996
C 1.671 3.263 1.656
C 2.959 3.300 2.211
C 3.416 2.333 3.064
C 2.557 1.258 3.417
C 1.278 1.290 2.940
C 2.928 0.335 4.550
O 2.270 -0.748 4.578
C 4.079 0.626 5.472
C 4.337 -0.110 6.669
C 5.478 0.264 7.492
C 6.246 1.365 7.105
C 5.888 2.118 6.025
C 4.884 1.786 5.156
C 4.672 2.537 3.817
O 5.519 3.414 3.457
H -0.217 2.191 1.656
H 1.208 4.152 1.254
H 3.643 4.118 2.039
H 0.599 0.487 3.187
H 3.810 -1.023 6.904
H 5.662 -0.521 8.211
H 7.058 1.615 7.772
H 6.480 2.983 5.763
```